13
Properties=species:S:1:pos:R:3:nbo_charge:R:1 method="wB97M-V/def2-TZVPD" largest_force_ha_per_bohr=0.0281 gap_ev=7.75 energy_ha=-286.50547 charge=0 e_lumo_ev=0.58
N -1.066 -0.418 -0.678 -0.69
C 0.384 -0.660 -1.168 0.55
O 0.525 -1.215 -2.252 -0.68
C 1.209 -0.143 -0.204 -0.51
C 0.656 0.170 1.153 -0.47
C -0.640 0.756 0.699 -0.09
H -1.553 0.130 -1.387 0.40
H -1.556 -1.344 -0.745 0.42
H 2.229 0.070 -0.459 0.22
H 0.518 -0.673 1.851 0.20
H 1.322 0.891 1.655 0.24
H -0.469 1.765 0.282 0.22
H -1.561 0.670 1.252 0.19